Formula: C5H10O2
Source: the Open Molecules 2025 dataset
Level of theory: ωB97M-V with the def2-TZVPD basis set

```
! RIJCOSX wB97M-V def2-TZVPD def2/J DEFGRID3
* xyz 0 1
C -2.026 -0.528 1.436
C -0.523 -0.383 1.296
O -0.177 -0.552 -0.075
C 0.954 0.195 -0.492
C 1.572 -0.495 -1.694
C 0.409 1.571 -0.841
O 0.596 2.570 -0.190
H -2.364 -1.443 0.940
H -2.312 -0.577 2.493
H -2.538 0.325 0.978
H -0.202 0.603 1.658
H 0.003 -1.146 1.889
H 1.686 0.307 0.320
H 2.470 0.038 -2.026
H 1.846 -1.519 -1.429
H 0.865 -0.534 -2.531
H -0.258 1.567 -1.731
*
```

**Energy relative to the best compared isomer or geometry (same formula, charge and spin)**: 1.709 eV
**Energy**: -346.9626 a.u.
**HOMO energy**: -9.520 eV
**Orbital gap**: 10.57 eV

***

Formula: C5H10O2
Source: the Open Molecules 2025 dataset
Level of theory: ωB97M-V with the def2-TZVPD basis set

```
! RIJCOSX wB97M-V def2-TZVPD def2/J DEFGRID3
* xyz 0 1
C 1.331 -0.116 1.723
C 0.488 0.465 0.609
O 1.172 0.323 -0.632
C -0.910 -0.151 0.479
C -1.409 0.232 -0.911
C -0.375 -0.153 -1.962
O 0.089 -1.288 -2.048
H 0.852 0.025 2.696
H 1.470 -1.190 1.557
H 2.315 0.361 1.743
H 0.378 1.550 0.756
H 1.146 -0.611 -0.922
H -0.835 -1.241 0.549
H -1.588 0.191 1.274
H -1.631 1.307 -0.970
H -2.313 -0.316 -1.201
H -0.180 0.613 -2.738
*
```

**Energy relative to the best compared isomer or geometry (same formula, charge and spin)**: 1.812 eV
**Energy**: -346.9588 a.u.
**HOMO energy**: -9.690 eV
**Orbital gap**: 10.68 eV

***

Formula: C5H10O2
Source: the Open Molecules 2025 dataset
Level of theory: ωB97M-V with the def2-TZVPD basis set

```
! RIJCOSX wB97M-V def2-TZVPD def2/J DEFGRID3
* xyz 0 1
O 1.920 0.262 1.101
C 1.885 -0.492 -0.099
C 0.448 -0.932 -0.330
C -0.485 0.267 -0.378
C -1.974 0.061 -0.693
O -2.370 0.828 0.451
C -1.019 0.841 0.943
H 2.578 0.961 1.011
H 2.555 -1.363 -0.032
H 2.215 0.114 -0.957
H 0.142 -1.610 0.479
H 0.394 -1.503 -1.266
H -0.052 1.053 -1.008
H -2.306 -0.986 -0.620
H -2.347 0.491 -1.630
H -0.691 1.845 1.230
H -0.892 0.163 1.798
*
```

**Energy relative to the best compared isomer or geometry (same formula, charge and spin)**: 2.345 eV
**Energy**: -346.9393 a.u.
**HOMO energy**: -9.434 eV
**Orbital gap**: 10.25 eV

***

Formula: C5H10O2
Source: the Open Molecules 2025 dataset
Level of theory: ωB97M-V with the def2-TZVPD basis set

```
! RIJCOSX wB97M-V def2-TZVPD def2/J DEFGRID3
* xyz 0 1
C 2.605 -0.685 0.057
C 1.106 -0.892 0.182
O 0.443 0.339 -0.039
C -0.946 0.298 0.178
C -1.440 1.745 0.184
C -1.864 -0.514 -0.778
O -2.973 -0.772 -0.368
H 2.982 -0.018 0.838
H 3.122 -1.647 0.146
H 2.852 -0.249 -0.916
H 0.761 -1.628 -0.561
H 0.858 -1.290 1.181
H -1.167 -0.153 1.161
H -2.524 1.765 0.322
H -0.964 2.301 0.998
H -1.189 2.236 -0.762
H -1.662 -0.835 -1.822
*
```

**Energy relative to the best compared isomer or geometry (same formula, charge and spin)**: 1.840 eV
**Energy**: -346.9578 a.u.
**HOMO energy**: -9.598 eV
**Orbital gap**: 10.55 eV

***

Formula: C5H10O2
Source: the Open Molecules 2025 dataset
Level of theory: ωB97M-V with the def2-TZVPD basis set

```
! RIJCOSX wB97M-V def2-TZVPD def2/J DEFGRID3
* xyz 0 1
C -2.184 -0.160 -0.010
C -0.800 -0.560 -0.507
O -0.373 0.294 -1.548
C 0.201 -0.631 0.669
C 1.643 -0.280 0.281
C 1.903 1.203 0.347
O 1.100 2.052 0.019
H -2.523 -0.807 0.808
H -2.152 0.871 0.365
H -2.912 -0.207 -0.825
H -0.852 -1.552 -0.972
H -0.146 1.148 -1.142
H -0.117 0.051 1.467
H 0.171 -1.638 1.100
H 1.849 -0.580 -0.757
H 2.370 -0.791 0.919
H 2.893 1.511 0.734
*
```

**Energy relative to the best compared isomer or geometry (same formula, charge and spin)**: 1.275 eV
**Energy**: -346.9786 a.u.
**HOMO energy**: -10.025 eV
**Orbital gap**: 10.89 eV

***

Formula: C5H10O2
Source: the Open Molecules 2025 dataset
Level of theory: ωB97M-V with the def2-TZVPD basis set

```
! RIJCOSX wB97M-V def2-TZVPD def2/J DEFGRID3
* xyz 0 1
C -1.675 -1.015 -1.368
O -0.502 -0.687 -0.681
C -0.077 0.656 -0.767
C 1.112 0.926 0.138
C 0.913 0.679 1.622
C 1.111 -0.730 2.123
O 0.685 -1.684 1.354
H -2.524 -0.428 -1.005
H -1.910 -2.072 -1.223
H -1.572 -0.844 -2.442
H 0.201 0.840 -1.806
H -0.933 1.303 -0.532
H 1.413 1.968 -0.006
H 1.651 1.220 2.223
H -0.070 0.992 2.001
H 1.968 0.293 -0.160
H 0.208 -1.416 0.529
*
```

**Energy relative to the best compared isomer or geometry (same formula, charge and spin)**: 4.111 eV
**Energy**: -346.8743 a.u.
**HOMO energy**: -7.489 eV
**Orbital gap**: 8.21 eV

***

Formula: C5H10O2
Source: the Open Molecules 2025 dataset
Level of theory: ωB97M-V with the def2-TZVPD basis set

```
! RIJCOSX wB97M-V def2-TZVPD def2/J DEFGRID3
* xyz 0 1
C -2.348 -0.482 0.015
C -0.928 -0.864 0.072
O 0.026 0.774 -1.173
C -0.018 -0.069 0.966
C 0.958 0.410 -0.125
C 1.848 -0.683 -0.689
O 1.780 1.476 0.225
H -2.686 0.500 0.395
H -2.777 -0.678 -0.975
H -2.774 -1.263 0.669
H -0.561 1.462 -0.817
H -0.433 0.825 1.485
H 0.456 -0.715 1.714
H 2.722 -0.823 -0.047
H 1.278 -1.610 -0.759
H 2.184 -0.386 -1.685
H 1.273 2.125 0.729
*
```

**Energy relative to the best compared isomer or geometry (same formula, charge and spin)**: 4.609 eV
**Energy**: -346.8560 a.u.
**HOMO energy**: -8.069 eV
**Orbital gap**: 8.70 eV

***

Formula: C5H10O2
Source: the Open Molecules 2025 dataset
Level of theory: ωB97M-V with the def2-TZVPD basis set

```
! RIJCOSX wB97M-V def2-TZVPD def2/J DEFGRID3
* xyz 0 1
O -2.502 0.390 -0.426
C -1.355 1.040 0.088
C -0.307 -0.018 0.365
C 0.233 -0.748 -0.867
C 1.547 -1.320 -0.334
O 1.992 -0.433 0.688
C 0.988 0.526 0.970
H -3.188 1.053 -0.568
H -0.956 1.776 -0.631
H -1.590 1.580 1.020
H -0.746 -0.754 1.050
H -0.449 -1.513 -1.247
H 0.422 -0.029 -1.674
H 2.326 -1.395 -1.101
H 1.399 -2.319 0.099
H 1.255 1.494 0.513
H 0.931 0.670 2.054
*
```

**Energy relative to the best compared isomer or geometry (same formula, charge and spin)**: 1.514 eV
**Energy**: -346.9698 a.u.
**HOMO energy**: -9.517 eV
**Orbital gap**: 10.39 eV

***

Formula: C5H10O2
Source: the Open Molecules 2025 dataset
Level of theory: ωB97M-V with the def2-TZVPD basis set

```
! RIJCOSX wB97M-V def2-TZVPD def2/J DEFGRID3
* xyz 0 1
C 2.695 -0.257 0.950
C 1.469 -0.165 0.081
C 1.205 -1.080 -0.836
O 0.137 -1.014 -1.679
H 2.410 -0.210 2.000
H 3.213 -1.198 0.783
H 3.374 0.580 0.795
H 0.886 0.740 0.182
H 1.854 -1.944 -0.958
H 0.110 -1.805 -2.228
C -3.342 1.439 -0.069
C -2.211 0.760 -0.053
O -1.629 0.399 1.128
H -3.813 1.735 -0.993
H -3.842 1.716 0.848
H -1.664 0.461 -0.938
H -0.853 -0.156 0.986
*
```

**Energy relative to the best compared isomer or geometry (same formula, charge and spin)**: 2.583 eV
**Energy**: -346.9305 a.u.
**HOMO energy**: -8.685 eV
**Orbital gap**: 9.27 eV

***

Formula: C5H10O2
Source: the Open Molecules 2025 dataset
Level of theory: ωB97M-V with the def2-TZVPD basis set

```
! RIJCOSX wB97M-V def2-TZVPD def2/J DEFGRID3
* xyz 0 1
O -2.208 -0.490 0.590
C -1.240 0.564 0.915
C 0.300 0.226 0.811
C 0.275 -1.095 0.049
C 0.696 -0.691 -1.369
O 0.769 0.730 -1.413
C 1.144 1.138 -0.118
H -2.524 -0.472 -0.329
H -1.448 1.421 0.274
H -1.493 0.729 1.958
H 0.802 0.175 1.790
H 0.850 -1.889 0.518
H -0.770 -1.411 0.065
H -0.038 -0.986 -2.122
H 1.664 -1.139 -1.618
H 0.990 2.223 -0.037
H 2.232 0.969 0.035
*
```

**Energy relative to the best compared isomer or geometry (same formula, charge and spin)**: 2.302 eV
**Energy**: -346.9408 a.u.
**HOMO energy**: -9.697 eV
**Orbital gap**: 10.58 eV